Computed, not measured: C31H31N7O4PPbSe as an isolated structure, with ωB97M-V/def2-TZVPD.

Geometry as XYZ:
```
76
Properties=species:S:1:pos:R:3:forces:R:3
Pb 0.018 -0.881 -0.550 -0.5 0.3 -0.3
C -3.997 -0.873 -2.472 0.0 0.0 0.1
C -3.117 -1.824 -1.705 0.0 0.1 0.0
C -3.182 -1.893 -0.312 0.0 0.1 0.0
C -2.409 -2.806 0.394 -0.1 -0.2 0.1
C -1.571 -3.685 -0.287 0.0 -0.2 0.1
C -1.482 -3.612 -1.669 0.0 -0.2 0.0
C -2.241 -2.680 -2.369 0.0 0.0 -0.1
H -4.963 -1.339 -2.682 0.0 0.0 0.0
H -3.547 -0.602 -3.429 0.0 0.0 0.0
H -4.184 0.034 -1.896 0.0 0.0 0.0
H -3.849 -1.228 0.224 0.1 0.0 0.0
H -2.487 -2.855 1.476 0.0 0.0 -0.1
H -1.006 -4.430 0.263 0.0 0.1 0.0
H -0.835 -4.292 -2.212 0.0 0.0 0.0
H -2.167 -2.632 -3.451 0.0 0.0 0.1
O 3.211 -0.675 2.972 -0.4 -0.1 0.0
C 2.116 -0.441 2.563 0.2 0.1 -0.2
O 1.222 -1.405 2.133 0.3 0.1 0.3
C 1.534 0.956 2.412 -0.2 -0.5 0.0
P -0.061 1.020 1.489 0.2 0.6 0.1
C -0.121 2.792 1.054 0.0 0.0 -0.1
C 0.747 3.224 0.045 -0.1 0.0 0.0
C 0.780 4.561 -0.326 0.0 -0.1 0.0
C -0.049 5.481 0.306 0.0 0.0 0.0
C -0.906 5.058 1.311 0.0 0.0 0.0
C -0.947 3.720 1.685 0.0 -0.1 0.0
C -1.365 0.714 2.713 -0.1 -0.1 0.0
C -1.096 0.066 3.919 0.0 0.1 0.0
C -2.121 -0.194 4.819 0.0 0.0 0.0
C -3.422 0.188 4.526 0.0 0.0 0.0
C -3.699 0.830 3.326 0.0 0.0 0.0
C -2.682 1.082 2.416 0.0 -0.1 -0.1
H 2.261 1.573 1.889 0.1 0.0 -0.1
H 1.408 1.378 3.411 0.1 0.0 0.0
H 1.400 2.512 -0.449 0.0 0.0 0.0
H 1.459 4.885 -1.108 0.0 0.0 0.1
H -0.017 6.525 0.022 0.0 0.0 0.0
H -1.543 5.772 1.818 0.0 0.0 0.0
H -1.620 3.409 2.473 0.0 0.0 0.0
H -0.092 -0.241 4.178 0.0 0.0 0.0
H -1.895 -0.694 5.754 0.0 0.0 0.0
H -4.219 -0.019 5.231 0.1 0.0 0.0
H -4.711 1.137 3.094 0.0 0.0 0.0
H -2.908 1.549 1.466 0.0 0.0 0.0
N 4.275 1.719 -2.788 0.1 0.1 0.5
N 3.714 0.571 -2.276 0.1 0.2 -0.1
N 4.029 -0.628 -2.718 -0.2 0.2 0.1
C 3.245 -1.387 -1.974 -0.1 0.1 -0.1
N 2.499 -0.656 -1.128 0.2 0.2 0.0
N 2.836 0.612 -1.330 0.1 -0.2 -0.1
H 4.831 1.462 -3.590 0.0 -0.1 -0.1
H 3.523 2.350 -3.034 -0.1 -0.1 -0.2
H 3.227 -2.463 -2.034 0.0 0.7 -0.2
Se 1.514 -3.131 2.717 -0.1 0.1 0.0
C 2.722 -3.694 1.355 -0.1 0.1 -0.1
C 3.964 -4.193 1.699 0.1 0.0 0.0
C 4.779 -4.667 0.677 0.0 0.0 -0.2
N 4.426 -4.662 -0.608 -0.2 0.1 0.1
C 3.223 -4.175 -0.920 0.2 -0.6 0.4
C 2.334 -3.681 0.020 0.0 -0.2 0.1
H 4.305 -4.200 2.727 0.0 0.0 -0.1
H 5.765 -5.060 0.900 0.0 0.0 0.0
H 2.951 -4.215 -1.971 0.0 -0.2 0.1
H 1.357 -3.311 -0.270 0.1 -0.2 0.0
O 1.304 1.427 -3.592 -0.2 0.0 0.1
C 0.211 1.631 -3.101 0.1 0.0 0.2
C -0.754 2.729 -3.531 -0.1 0.0 0.1
C -1.869 2.686 -2.485 0.0 0.0 -0.1
C -1.500 1.491 -1.637 0.0 -0.1 0.1
O -2.128 1.062 -0.665 0.1 0.0 -0.2
N -0.336 0.917 -2.043 0.0 0.2 -0.1
H -1.105 2.499 -4.537 0.0 0.0 0.0
H -0.228 3.680 -3.580 0.0 0.0 0.0
H -2.866 2.549 -2.902 0.0 0.0 0.0
H -1.898 3.571 -1.847 0.0 0.0 0.0
```
Forces are in eV/Å.

Results
HOMO-LUMO gap ... 0.30896 Eh
Energy relative to the best compared isomer or geometry (same formula, charge and spin) ... 8.04 kcal/mol
Charge ... +1
Molecular weight ... 882.77 g mol⁻¹
HOMO energy ... -0.41840 Ha